Record 1
Molecular formula: C16H25F3N4O2
Method: DFT, ωB97M-V/def2-TZVPD

Results
SMILES string: CCCCCC(=O)NCc1c(C(F)(F)F)nn(C)c1N1CCOCC1
HOMO (eV): -8.559
2S+1: 1
Energy above the lowest of the compared OMol25 structures with the same formula, charge and spin (kcal per mole): 0.00
Gap between HOMO and LUMO (eV): 9.2
Net charge: 0

Element x y z (Å)
1 C 4.2468 1.8476 2.2614
2 C 2.8382 2.4045 2.0952
3 C 2.5525 2.7901 0.6465
4 C 1.1404 3.3414 0.4575
5 C 0.7627 3.4230 -1.0290
6 C 0.5166 2.0233 -1.5568
7 O 1.3923 1.3121 -2.0108
8 N -0.7670 1.6172 -1.4506
9 C -1.1838 0.2593 -1.7524
10 C -1.2505 -0.5613 -0.5014
11 C -2.3320 -0.5768 0.4018
12 C -3.6292 0.1292 0.2457
13 F -4.4633 -0.0426 1.2682
14 F -4.2917 -0.2500 -0.8669
15 F -3.4579 1.4688 0.1110
16 N -2.0668 -1.3039 1.4747
17 N -0.8405 -1.7726 1.2975
18 C -0.2654 -2.6619 2.2642
19 C -0.2851 -1.3463 0.1298
20 N 0.9730 -1.7990 -0.2157
21 C 2.1104 -1.2493 0.5116
22 C 3.2804 -2.2228 0.3632
23 O 3.6085 -2.4231 -0.9892
24 C 2.4980 -2.8915 -1.7181
25 C 1.3131 -1.9252 -1.6255
26 H 4.4280 1.5604 3.2946
27 H 4.3876 0.9728 1.6299
28 H 4.9858 2.5937 1.9784
29 H 2.1108 1.6555 2.4198
30 H 2.7150 3.2813 2.7353
31 H 2.6830 1.9164 0.0059
32 H 3.2773 3.5398 0.3218
33 H 0.4222 2.6990 0.9759
34 H 1.0724 4.3364 0.9025
35 H -0.1318 4.0335 -1.1584
36 H 1.5847 3.8707 -1.5883
37 H -1.4404 2.2099 -0.9911
38 H -0.4542 -0.1472 -2.4524
39 H -2.1658 0.2925 -2.2320
40 H 0.4210 -3.3380 1.7565
41 H -1.0754 -3.2213 2.7286
42 H 0.2696 -2.1129 3.0422
43 H 1.8611 -1.1131 1.5633
44 H 2.3965 -0.2794 0.0800
45 H 4.1773 -1.8244 0.8405
46 H 3.0165 -3.1851 0.8317
47 H 2.8323 -2.9882 -2.7516
48 H 2.1930 -3.8794 -1.3373
49 H 0.4598 -2.3384 -2.1649
50 H 1.6058 -0.9574 -2.0547

Results of the Mulliken charge analysis, in e, for atoms 1 through 2: C -1.267; C -0.351

=====

Record 2
Molecular formula: C31H35BrNO5
Method: DFT, ωB97M-V/def2-TZVPD

Results
HOMO (eV): -2.906
2S+1: 1
Energy above the lowest of the compared OMol25 structures with the same formula, charge and spin (kcal per mole): 8.25
Gap between HOMO and LUMO (eV): 3.1
Net charge: -1

Element x y z (Å)
1 C 1.2714 5.6055 3.7877
2 C 0.7379 4.1948 3.8912
3 O 0.0318 3.8771 2.6794
4 C -0.4362 2.5903 2.6775
5 C -1.2665 2.3154 1.5517
6 C -1.6398 1.0338 1.1615
7 C -1.3145 -0.1648 1.8793
8 C -1.8168 -1.4009 1.4681
9 C -2.6435 -1.4855 0.3327
10 Br -3.4792 -3.1159 -0.0884
11 C -2.9203 -0.3365 -0.4360
12 C -2.3993 0.8892 -0.0436
13 O -0.1439 1.8135 3.5937
14 H 1.5182 5.9821 4.7891
15 H 2.1965 5.6437 3.1935
16 H 0.5457 6.2785 3.3238
17 H 1.5567 3.4736 4.0521
18 H 0.0279 4.0986 4.7275
19 H -1.5503 3.1553 0.9260
20 H -0.6600 -0.0876 2.7387
21 H -1.5883 -2.3021 2.0264
22 H -3.5520 -0.4207 -1.3141
23 H -2.5677 1.7792 -0.6562
24 C -0.7564 5.8415 7.7567
25 C -1.8731 4.9150 8.2481
26 C -1.2758 3.5347 8.5574
27 C -2.4839 5.5032 9.5247
28 C -2.9569 4.8279 7.1579
29 C -3.2529 3.6523 6.5411
30 C -4.2588 3.5206 5.5313
31 C -4.5454 2.2593 5.0004
32 C -5.5423 2.0080 4.0165
33 C -5.6375 2.8107 2.8309
34 C -6.6428 2.6070 1.8995
35 C -7.6428 1.6371 2.1378
36 N -8.7642 1.5609 1.2754
37 O -9.6626 0.7232 1.5179
38 O -8.8087 2.3482 0.3018
39 C -7.5262 0.7721 3.2511
40 C -6.4848 0.9373 4.1457
41 C -4.9852 4.7032 5.1796
42 C -4.7341 5.9282 5.7280
43 C -5.5168 7.1776 5.2911
44 C -6.1871 7.8111 6.5177
45 C -6.5922 6.8230 4.2542
46 C -4.5279 8.1793 4.6797
47 C -3.6739 6.0488 6.7388
48 O -3.3536 7.1739 7.2090
49 H -1.1769 6.8315 7.5575
50 H 0.0348 5.9289 8.5120
51 H -0.3230 5.4508 6.8258
52 H -2.0480 2.8503 8.9331
53 H -0.8177 3.0955 7.6608
54 H -0.4929 3.6146 9.3245
55 H -3.2927 4.8560 9.8827
56 H -1.7239 5.6046 10.3087
57 H -2.8981 6.4893 9.2980
58 H -2.7517 2.7327 6.8624
59 H -4.0308 1.4138 5.4566
60 H -4.9080 3.6061 2.6614
61 H -6.7111 3.2019 0.9872
62 H -8.2857 -0.0012 3.3810
63 H -6.4219 0.2928 5.0245
64 H -5.8251 4.5854 4.4963
65 H -5.4140 8.0710 7.2464
66 H -6.7387 8.7171 6.2355
67 H -6.8790 7.0915 6.9731
68 H -6.1440 6.3509 3.3688
69 H -7.3358 6.1379 4.6849
70 H -7.1248 7.7219 3.9147
71 H -4.0203 7.7217 3.8208
72 H -5.0483 9.0885 4.3541
73 H -3.7790 8.4381 5.4345

Results of the Mulliken charge analysis, in e, for atoms 1 through 2: C -1.272; C 0.456

=====

Q: Number 1 is which compound?
A: C16H25F3N4O2

=====

Q: Look up the net charge of the second one.
A: -1

=====

Q: Number 1 is which compound?
A: C16H25F3N4O2

=====

Q: Number 1 is which compound?
A: C16H25F3N4O2